C3H5NiO3 | ωB97M-V/def2-TZVPD

Computed properties:
* lowest unoccupied orbital energy (alpha / beta): -5.454 / -6.052 eV
* spin multiplicity: 3
* Kohn-Sham gap (alpha / beta): 9.44 / 9.07 eV
* expectation value of S²: 2.0118
* relative energy (zero: lowest compared OMol25 entry of this formula, charge and spin): 15.29 kcal/mol
* charge: +1

Geometry as XYZ:
```
12
Properties=species:S:1:pos:R:3:forces:R:3
H 2.259782 -2.837300 0.217999 -0.3505 -0.1926 0.1994
O -0.457177 -0.875380 0.048026 1.1640 -0.5395 0.5014
C 0.508762 -0.345024 0.735471 -0.4061 1.5667 -0.9409
C -1.334862 0.131014 -0.529771 -0.5730 0.2400 0.0090
O 2.559600 -2.041979 -0.221289 1.1390 1.0127 -0.2351
O 0.333011 0.958351 0.862259 0.3825 -0.3755 -0.0007
C -0.835382 1.413472 0.120191 -0.5610 0.4003 0.0394
Ni 2.570110 -0.389526 0.391778 -1.1853 -1.8425 0.1865
H -2.360804 -0.134043 -0.260352 0.2684 0.0567 -0.0795
H -1.209720 0.106190 -1.616751 0.0330 -0.1190 0.2886
H -1.533796 1.842140 0.844846 0.1793 -0.0510 -0.2066
H -0.499526 2.172089 -0.592405 -0.0903 -0.1562 0.2385
```
Positions in Å, forces in eV/Å.